A 4-piece molecular cluster, C3H10NO4 overall in a non-equilibrium geometry, computed with ωB97M-V with the def2-TZVPD basis set.

Kohn-Sham gap (alpha / beta): 10.61 / 7.96 eV
relative energy (zero: lowest compared OMol25 entry of this formula, charge and spin): 1.9284 eV

```
! wB97M-V def2-TZVPD RIJCOSX def2/J DEFGRID3
* xyz 0 2
O -2.454 -0.305 -0.947
N 0.120 -1.488 -0.144
H 0.359 -2.463 0.031
H 0.929 -1.465 1.763
H 1.081 2.801 0.978
H -1.632 -0.066 1.279
H 1.673 -0.483 -1.577
H 1.043 2.200 -0.429
O 0.258 0.937 -1.488
H 0.117 -0.784 -2.531
H -1.693 -0.853 -0.693
C -0.723 -0.307 1.857
H -2.003 0.503 -1.231
O 1.519 2.849 0.121
C 0.634 -0.177 -1.784
O -0.740 -0.323 3.046
C 0.548 -0.771 1.024
H 0.965 0.196 0.725
*
```

Atom charges from the natural (NBO) analysis, given in e for atoms 1 to 2: O -0.947; N -0.448